No. 1
8 unconnected molecules or ions with the total composition C14H50N5O6 at a distorted geometry. Source: the Open Molecules 2025 dataset; level of theory: wB97M-V/def2-TZVPD.

Geometry as XYZ:
```
75
Properties=species:S:1:pos:R:3:lowdin_charge:R:1
N 0.3784 0.2636 -1.5784 0.35
H 0.6125 -0.2161 -0.7210 0.15
H 0.6819 1.2249 -1.6411 0.15
H -0.5967 0.2008 -1.8340 0.16
H 0.8752 -0.2267 -2.3085 0.15
N 4.3021 5.0733 2.7349 0.34
H 5.2656 4.8141 2.5784 0.16
H 4.1429 5.9868 3.1353 0.16
H 3.9125 4.3311 3.2983 0.15
H 3.8524 5.0218 1.8320 0.15
C 1.8298 4.9077 -5.3380 -0.15
C 2.4029 5.6155 -4.1154 -0.56
O 2.4535 4.8090 -2.9642 -0.48
H 1.6009 5.5582 -6.1822 0.05
H 0.9983 4.2816 -5.0144 0.04
H 2.5470 4.2028 -5.7585 0.05
H 1.9218 6.5853 -3.9885 0.07
H 3.4104 5.8900 -4.4282 0.06
O -4.3669 -0.0458 -2.7309 -0.06
H -5.0607 0.4373 -2.2821 0.03
H -4.8299 -0.6164 -3.3443 0.03
O 6.3334 1.5010 -0.8937 -0.05
H 6.9343 2.0073 -0.3470 0.02
H 5.6387 2.1186 -1.1221 0.02
C -3.1968 3.8215 4.4318 -0.09
C -4.0558 4.1276 5.5952 -0.47
C -3.9018 5.5990 6.1606 -0.15
O -4.8623 5.7956 7.2434 -0.22
C -4.7307 7.0309 7.9722 -0.09
N -5.4020 3.9591 5.1617 0.02
H -2.1745 4.1328 4.6465 0.07
H -3.4740 4.2497 3.4686 0.08
H -3.2230 2.7391 4.3060 0.08
H -3.9835 3.4407 6.4384 0.14
H -4.1322 6.2685 5.3319 0.12
H -2.8886 5.7979 6.5100 0.11
H -5.4731 7.0602 8.7697 0.09
H -5.1083 7.7426 7.2380 0.08
H -3.7490 7.3157 8.3507 0.08
H -5.9929 4.4152 5.8421 0.07
H -5.6778 2.9959 5.2890 0.08
C 0.9176 -5.3803 1.3627 -0.06
C 0.8691 -4.6864 2.7822 -0.38
C 1.4961 -5.5922 3.8746 -0.22
O 0.7019 -6.7157 4.2178 -0.19
C 1.2071 -7.5016 5.2524 -0.11
N 1.6979 -3.4839 2.6012 0.00
H 0.4741 -4.8335 0.5305 0.06
H 0.3348 -6.3002 1.4079 0.07
H 1.8969 -5.7561 1.0662 0.08
H -0.1086 -4.3325 3.1092 0.14
H 1.5846 -5.0621 4.8229 0.11
H 2.5320 -5.8352 3.6378 0.12
H 1.1557 -6.8575 6.1303 0.09
H 2.2454 -7.7408 5.0229 0.09
H 0.6823 -8.4357 5.4532 0.09
H 2.6360 -3.7981 2.3976 0.06
H 1.7620 -3.0453 3.5088 0.06
C 1.1046 -2.3867 -8.1901 -0.07
C 0.5888 -3.1734 -7.0074 -0.47
C 0.4141 -4.6703 -7.2567 -0.19
O -0.0157 -5.3260 -6.0467 -0.20
C -1.4611 -5.2439 -5.7842 -0.07
N 1.4899 -2.9034 -5.8807 0.04
H 2.1570 -2.5372 -8.4312 0.08
H 0.9541 -1.3272 -7.9833 0.08
H 0.5533 -2.5076 -9.1226 0.08
H -0.3866 -2.7911 -6.7064 0.12
H 1.4015 -4.9912 -7.5882 0.13
H -0.2958 -4.8345 -8.0673 0.12
H -1.7508 -5.7832 -4.8823 0.08
H -1.9648 -5.7088 -6.6317 0.08
H -1.9172 -4.2715 -5.5983 0.07
H 2.3336 -2.6216 -6.3591 0.06
H 1.4960 -3.7830 -5.3844 0.06
```

Values from the calculation:
LUMO: -4.28 eV
Max |F|: 2.41 eV Å⁻¹
Charge: +1
Kohn-Sham gap: 2.602 eV
HOMO energy: -6.88 eV

---

No. 2
11 unconnected molecules or ions with the total composition C14H50O18 at a distorted geometry. Source: the Open Molecules 2025 dataset; level of theory: wB97M-V/def2-TZVPD.

Geometry as XYZ:
```
82
Properties=species:S:1:pos:R:3:lowdin_charge:R:1
O -2.4673 1.0288 -1.9187 -0.04
H -2.1305 1.8280 -2.3462 0.07
H -3.2089 0.7436 -2.4701 0.08
O 0.3272 -2.5207 0.9266 -0.05
H 0.2783 -1.5710 1.1555 0.02
H -0.2928 -2.9653 1.5184 0.06
O -0.5014 0.2020 0.5027 -0.05
H 0.2594 0.8253 0.4990 0.02
H -1.0579 0.4815 -0.2403 0.03
O -3.7477 1.8299 0.5492 -0.06
H -3.2304 2.6096 0.8132 0.02
H -3.3823 1.5454 -0.3123 0.02
C 4.7971 0.5455 -1.1358 -0.24
C 3.7002 -0.3366 -1.7148 -0.21
O 2.4616 -0.1690 -1.0204 -0.09
O 5.0585 0.1988 0.2105 -0.05
H 4.5449 1.5971 -1.2785 0.12
H 5.6906 0.3979 -1.7600 0.12
H 3.9855 -1.3837 -1.5598 0.13
H 3.5409 -0.1080 -2.7677 0.12
H 2.6234 -0.4013 -0.0979 0.08
H 5.5725 -0.6131 0.2261 0.09
C -1.6955 -4.7889 -1.8864 -0.22
C -1.0940 -3.4569 -2.3118 -0.23
O -1.2654 -2.4197 -1.3665 -0.11
O -0.7220 -5.5144 -1.1286 -0.07
H -1.8772 -5.3666 -2.7983 0.11
H -2.6195 -4.6380 -1.3297 0.12
H -1.6733 -3.1470 -3.1889 0.11
H -0.0711 -3.5158 -2.6879 0.13
H -0.5634 -2.4951 -0.6731 0.06
H -1.1557 -6.1857 -0.5956 0.08
C 1.7823 0.3335 3.8766 -0.25
C 2.3644 -1.0210 3.4627 -0.23
O 3.3431 -1.5019 4.3731 -0.05
O 2.6880 1.4113 3.9206 -0.05
H 1.3511 0.1310 4.8696 0.13
H 0.9571 0.5642 3.2001 0.10
H 2.7510 -1.0353 2.4421 0.11
H 1.5251 -1.7280 3.5034 0.12
H 3.2580 -1.0689 5.2271 0.08
H 3.3784 1.2483 4.5696 0.10
C -1.1660 2.4191 3.5920 -0.22
C -0.7052 2.9051 2.2352 -0.23
O -1.7863 3.4427 1.4882 -0.07
O -2.1119 1.3630 3.4885 -0.05
H -1.6028 3.2539 4.1553 0.12
H -0.3136 2.0216 4.1489 0.10
H -0.3105 2.0417 1.6908 0.07
H 0.1314 3.6009 2.2523 0.11
H -2.0211 4.3265 1.7901 0.11
H -2.5391 1.4138 2.6178 0.06
C 0.8985 0.0563 -4.5028 -0.25
C -0.5633 -0.0501 -4.1621 -0.23
O -1.2401 1.1064 -4.7025 -0.08
O 1.1660 -0.1978 -5.8819 -0.06
H 1.3728 -0.7340 -3.9069 0.11
H 1.3616 0.9960 -4.1888 0.11
H -0.8062 -0.2412 -3.1125 0.09
H -0.9609 -0.9264 -4.6936 0.12
H -2.1674 0.8664 -4.7930 0.08
H 0.7283 0.5495 -6.3184 0.09
C -3.7417 -1.3106 1.8945 -0.26
C -4.0582 -2.3168 0.8074 -0.25
O -3.8135 -1.8069 -0.4998 -0.09
O -4.7544 -0.3303 2.0294 -0.06
H -2.7913 -0.8348 1.6220 0.10
H -3.5753 -1.8332 2.8414 0.12
H -5.0867 -2.6784 0.8506 0.12
H -3.3923 -3.1692 1.0359 0.11
H -2.8990 -2.0699 -0.7495 0.03
H -4.5293 0.3446 1.3807 0.03
C 1.3025 3.2267 -0.8938 -0.22
C 2.1002 3.0633 0.3964 -0.22
O 1.7757 1.8553 1.0678 -0.11
O 1.6993 2.3605 -1.9377 -0.07
H 1.5903 4.2191 -1.2452 0.13
H 0.2369 3.1327 -0.6699 0.11
H 1.8319 3.8903 1.0834 0.11
H 3.1676 3.2637 0.2312 0.13
H 2.2552 1.7579 1.9008 0.07
H 1.8354 1.4525 -1.5988 0.04
```

Values from the calculation:
SMILES: OCCO.OCCO.OCCO.OCCO.OCCO.OCCO.OCCO.O.O.O.O
LUMO: 0.21 eV
Max |F|: 1.45 eV Å⁻¹
Energy relative to the best compared isomer or geometry (same formula, charge and spin): 16.2 kJ/mol
Kohn-Sham gap: 9.052 eV
HOMO energy: -8.84 eV

---

No. 3
A molecular structure, C14H52InN26O16 at a distorted geometry. Source: the Open Molecules 2025 dataset; level of theory: wB97M-V/def2-TZVPD.

Geometry as XYZ:
```
109
Properties=species:S:1:pos:R:3:lowdin_charge:R:1
In 0.0129 0.5568 0.2725 1.35
C -2.7955 2.6748 0.7022 -1.01
O -1.7659 2.7588 1.3247 0.13
O -2.9161 1.7501 -0.1140 0.02
O -3.7614 3.3869 0.9965 0.18
C 0.6013 4.4199 -0.4811 -0.75
O 0.4237 3.2574 -0.7230 0.00
N 0.0518 4.9796 0.5790 0.18
N 1.1975 5.3166 -1.2435 0.18
H 0.5627 5.7266 1.0273 0.11
H -0.5593 4.3914 1.1274 0.09
H 1.1042 6.2546 -0.8809 0.11
H 1.7904 5.0546 -2.0181 0.10
C 2.4500 2.8595 2.3497 -0.73
O 2.1498 2.1729 1.3711 -0.04
N 1.8784 2.6700 3.5392 0.19
N 3.2179 3.9155 2.2538 0.19
H 2.0345 3.1744 4.4002 0.11
H 1.1964 1.9316 3.6375 0.06
H 3.5513 4.1515 1.3301 0.11
H 3.4331 4.4456 3.0862 0.12
C -0.9766 0.8588 4.2052 -0.79
O -0.1744 0.7582 3.3174 -0.01
N -2.0983 1.5374 4.1027 0.16
N -0.9657 0.6236 5.4348 0.19
H -2.2319 1.9985 3.2141 0.08
H -2.9718 1.3164 4.5591 0.11
H -1.7596 0.9792 5.9480 0.14
H -0.0599 0.3599 5.7953 0.14
C 0.5907 -2.6474 -2.0343 -0.80
O 0.7791 -1.5773 -1.4781 -0.03
N -0.2855 -3.4751 -1.6012 0.22
N 1.2435 -2.9777 -3.0948 0.18
H -0.3192 -4.4660 -1.7937 0.13
H -0.7865 -3.2366 -0.7573 0.10
H 1.3979 -3.9336 -3.3821 0.13
H 2.0375 -2.3567 -3.1578 0.13
C -3.4507 -1.6919 -1.2785 -0.71
O -2.3179 -1.4747 -0.8530 0.00
N -4.4136 -0.7980 -1.3324 0.17
N -3.9889 -2.8481 -1.7046 0.17
H -4.0177 0.0882 -1.0531 0.07
H -5.3839 -0.9548 -1.0999 0.12
H -3.3540 -3.5725 -2.0085 0.11
H -4.7735 -2.6424 -2.3064 0.11
C -1.7513 -1.8046 -5.3701 -0.74
O -2.4842 -2.4989 -4.7092 0.03
N -1.9982 -1.2195 -6.5561 0.16
N -0.5433 -1.5298 -4.8988 0.16
H -1.3167 -0.5706 -6.9229 0.09
H -2.8507 -1.3826 -7.0727 0.11
H 0.1453 -1.2018 -5.5609 0.11
H -0.3676 -1.9197 -3.9838 0.07
C 2.7046 1.8241 -2.3754 -0.69
O 2.2913 0.8148 -1.7684 -0.03
N 3.6576 2.6559 -2.0321 0.18
N 2.4501 2.0698 -3.6610 0.16
H 3.7512 3.5612 -2.4701 0.11
H 4.1124 2.5802 -1.1335 0.03
H 1.6918 1.5573 -4.0881 0.10
H 2.7507 2.9137 -4.1274 0.10
C 1.3880 -5.1922 1.2513 -0.85
O 1.6051 -5.6347 0.1719 0.06
N 1.0717 -5.9436 2.2138 0.18
N 1.7641 -3.9858 1.5812 0.19
H 0.7034 -5.5083 3.0475 0.10
H 1.0236 -6.9518 2.1780 0.13
H 2.1905 -3.4246 0.8578 0.10
H 1.7551 -3.4969 2.4650 0.10
C -6.3286 -0.1485 2.5581 -0.76
O -6.8459 -0.9581 3.3304 0.02
N -5.1125 0.3006 2.7263 0.16
N -6.8187 0.4035 1.4709 0.16
H -4.6222 -0.0803 3.5229 0.10
H -4.5903 0.9677 2.1763 0.09
H -6.1961 0.8641 0.8226 0.10
H -7.6817 -0.0709 1.2467 0.12
C 3.6785 -1.3879 1.1398 -0.93
O 2.6823 -0.8294 1.4195 0.05
N 4.1848 -1.2910 -0.0125 0.22
N 4.2467 -2.2378 1.8791 0.19
H 4.9902 -1.8817 -0.1625 0.12
H 3.8862 -0.7639 -0.8207 0.12
H 4.9066 -2.7838 1.3438 0.13
H 3.8222 -2.5079 2.7548 0.13
C 5.5648 1.7176 0.6741 -0.74
O 5.0396 2.7167 0.1593 0.00
N 6.8253 1.4367 0.4044 0.17
N 5.2886 1.1043 1.7044 0.21
H 7.3752 1.8769 -0.3194 0.12
H 7.2214 0.6714 0.9312 0.11
H 4.3764 1.3704 2.0466 0.12
H 5.7542 0.2681 2.0272 0.13
C -1.8979 -2.6758 2.3901 -0.67
O -1.5964 -1.4418 2.2603 -0.04
N -1.2857 -3.5070 3.2249 0.16
N -2.6828 -3.2939 1.5409 0.19
H -0.5134 -3.1126 3.7426 0.11
H -1.5207 -4.4892 3.2304 0.11
H -3.0062 -2.7086 0.7839 0.07
H -3.1746 -4.1687 1.6548 0.12
C -1.5752 1.5994 -3.2871 -0.76
O -0.8622 0.8083 -2.6433 0.00
N -1.5246 1.8459 -4.5600 0.16
N -2.5490 2.2743 -2.8981 0.20
H -0.8045 1.4185 -5.1246 0.09
H -1.9511 2.6205 -5.0481 0.12
H -2.8032 1.9632 -1.9714 0.08
H -3.2207 2.6826 -3.5323 0.14
```

Values from the calculation:
LUMO: -6.17 eV
Max |F|: 9.41 eV Å⁻¹
Charge: +1
Energy relative to the best compared isomer or geometry (same formula, charge and spin): 0.0 kJ/mol
Kohn-Sham gap: 3.795 eV
HOMO energy: -9.96 eV